{"formula": "C5H9NO", "method": "ωB97M-V with the def2-TZVPD basis set", "homo_lumo_gap_ev": 8.274, "e_homo_ev": -8.58, "de_lowest_kj_mol": 485.0, "total_charge": 0, "lumo_energy_ev": -0.311, "fmax_ha_per_bohr": 0.03641, "symbols": ["C", "O", "C", "C", "C", "C", "N", "H", "H", "H", "H", "H", "H", "H", "H", "H"], "xyz": [[1.850607, 1.083690, 0.136225], [0.633188, 0.352894, -0.835714], [-0.236561, -0.474209, -0.457999], [-1.481654, -0.665660, -1.271921], [-0.152594, -1.158101, 0.853985], [-0.324632, 2.064437, 0.790257], [-1.470841, 1.865156, 0.936513], [1.941076, 2.094169, -0.261152], [1.781549, 1.133182, 1.228386], [2.592473, 0.386512, -0.218388], [-1.923121, -1.664041, -1.165260], [-1.358705, -0.406585, -2.323983], [-2.175370, 0.065328, -0.814859], [-0.754714, -0.527608, 1.525125], [0.874038, -1.186755, 1.220529], [-0.579043, -2.163894, 0.820157]], "forces_ev_per_a": [[0.1, -0.8, -0.7], [0.2, 0.4, 0.8], [0.2, 0.4, 0.4], [0.3, 0.1, 0.0], [0.1, 0.0, 0.0], [-1.7, 0.6, 0.5], [0.7, -0.1, -0.1], [-0.3, -0.5, -0.1], [-0.6, -0.5, -0.7], [0.4, -0.1, -0.1], [0.3, 0.2, 0.1], [0.1, 0.1, 0.2], [0.2, 0.0, 0.0], [0.1, 0.0, 0.0], [-0.1, 0.0, 0.0], [0.0, 0.2, -0.1]]}


{"formula": "C2H2Cl3P", "method": "ωB97M-V with the def2-TZVPD basis set", "homo_lumo_gap_ev": 7.672, "e_homo_ev": -9.06, "de_lowest_kj_mol": 306.0, "total_charge": 0, "lumo_energy_ev": -1.388, "fmax_ha_per_bohr": 0.08693, "symbols": ["C", "C", "P", "Cl", "Cl", "Cl", "H", "H"], "xyz": [[0.460420, -0.270525, 0.161266], [0.693188, -0.344843, -1.133153], [-0.088123, -1.690887, -2.883949], [-1.797267, -3.119036, -3.591702], [1.962415, 0.036139, -2.135453], [-0.991164, -0.197101, -3.800577], [-0.245606, -0.754363, 0.927213], [1.070197, 0.467687, 0.637779]], "forces_ev_per_a": [[-0.3, 0.3, 1.0], [-2.8, -3.4, -0.7], [0.0, -0.8, 0.6], [1.2, 0.8, 1.2], [0.9, 0.9, -0.1], [-0.3, 1.2, -0.4], [0.7, 0.5, -2.2], [0.7, 0.3, 0.6]]}